This record from the Open Molecules 2025 dataset describes a structure of composition C43H81O21S2Si3. The level of theory is the ωB97M-V functional and the def2-TZVPD basis.

Summary:
HOMO energy, eV: -4.7
E_tot, Ha: -4932.3187
Max |F|, eV/A: 0.6

Structure (ORCA input):
```
! RIJCOSX wB97M-V def2-TZVPD def2/J DEFGRID3
* xyz -1 1
C -2.309 6.718 -6.693
C -2.777 7.101 -8.103
C -3.243 5.892 -8.930
C -2.154 5.223 -9.794
C -1.380 4.064 -9.142
C -0.011 4.450 -8.576
C 0.815 3.243 -8.107
C 0.730 3.020 -6.593
C 1.226 1.635 -6.129
C 2.338 1.655 -5.060
C 1.882 1.305 -3.629
C 2.559 0.070 -3.024
C 1.781 -0.542 -1.848
C 2.664 -1.040 -0.699
C 2.007 -2.133 0.161
C 2.400 -2.073 1.639
Si 1.709 -3.458 2.700
C 2.893 -3.660 4.174
C 2.226 -3.553 5.535
O 1.700 -4.811 5.918
Si 1.199 -5.102 7.458
C 2.628 -5.657 8.533
C 0.446 -3.578 8.244
C -0.076 -6.462 7.368
O 1.774 -4.857 1.722
Si 1.116 -6.301 2.023
S 1.530 -7.074 3.969
S -1.105 -6.325 1.710
C -1.890 -6.186 3.291
O -1.549 -5.236 0.865
O -1.300 -7.703 1.238
C -0.082 -3.018 3.262
O -0.538 -2.048 2.638
O -0.601 -3.721 4.176
H -1.665 7.485 -6.257
H -1.755 5.778 -6.695
H -3.162 6.586 -6.023
H -3.606 7.804 -8.000
H -1.980 7.627 -8.633
H -4.048 6.211 -9.596
H -3.659 5.145 -8.244
H -1.440 5.986 -10.121
H -2.638 4.845 -10.697
H -1.206 3.279 -9.886
H -2.000 3.613 -8.359
H 0.529 5.009 -9.346
H -0.131 5.132 -7.729
H 1.864 3.391 -8.380
H 0.480 2.338 -8.625
H -0.308 3.170 -6.281
H 1.321 3.799 -6.099
H 0.375 1.079 -5.727
H 1.566 1.069 -7.000
H 2.811 2.641 -5.061
H 3.119 0.947 -5.353
H 2.065 2.157 -2.966
H 0.800 1.139 -3.620
H 2.676 -0.678 -3.815
H 3.561 0.345 -2.678
H 1.175 -1.378 -2.206
H 1.081 0.204 -1.459
H 2.921 -0.194 -0.050
H 3.610 -1.409 -1.113
H 0.919 -2.049 0.084
H 2.294 -3.112 -0.232
H 2.059 -1.125 2.069
H 3.497 -2.105 1.722
H 3.590 -2.816 4.085
H 3.512 -4.562 4.156
H 2.984 -3.232 6.270
H 1.439 -2.790 5.521
H 3.197 -6.455 8.050
H 2.236 -6.054 9.475
H 3.312 -4.838 8.771
H 1.199 -2.887 8.634
H -0.159 -3.909 9.096
H -0.210 -3.038 7.558
H -1.077 -6.033 7.271
H -0.029 -7.108 8.245
H 0.110 -7.074 6.481
H 1.563 -7.293 1.034
H 1.383 -8.327 3.509
H -2.900 -5.825 3.101
H -1.881 -7.173 3.750
H -1.343 -5.450 3.888
C -2.578 -10.317 11.594
C -1.102 -10.048 11.483
C -0.648 -8.641 11.820
O 0.526 -8.504 11.016
C 0.394 -9.322 9.940
O 1.092 -9.297 8.983
O -0.665 -10.150 10.116
H -2.810 -11.328 11.263
H -2.895 -10.212 12.632
H -3.141 -9.616 10.977
H -0.525 -10.775 12.063
H -0.395 -8.487 12.866
H -1.381 -7.898 11.497
C 1.620 11.300 -5.682
C 0.281 11.366 -6.361
C -0.782 10.422 -5.840
O -1.599 10.224 -7.002
C -0.813 10.398 -8.095
O -1.137 10.108 -9.202
O 0.375 10.925 -7.738
H 2.329 11.968 -6.167
H 1.513 11.609 -4.642
H 2.023 10.287 -5.714
H -0.118 12.379 -6.355
H -1.384 10.836 -5.035
H -0.362 9.457 -5.543
C -4.933 12.441 -3.301
C -3.973 13.579 -3.508
C -4.355 14.603 -4.559
O -3.074 15.076 -5.001
C -2.177 14.089 -4.798
O -1.068 14.072 -5.229
O -2.719 13.105 -4.046
H -4.534 11.727 -2.583
H -5.879 12.823 -2.917
H -5.116 11.918 -4.240
H -3.744 14.081 -2.563
H -4.943 15.437 -4.186
H -4.861 14.136 -5.407
C -1.811 -10.525 0.037
C -2.686 -10.741 -1.162
C -4.058 -11.322 -0.891
O -4.349 -12.013 -2.114
C -3.168 -12.357 -2.685
O -3.062 -13.093 -3.614
O -2.146 -11.754 -2.049
H -0.831 -10.156 -0.259
H -2.252 -9.772 0.689
H -1.682 -11.459 0.588
H -2.780 -9.822 -1.747
H -4.828 -10.582 -0.697
H -4.026 -12.054 -0.080
C 3.819 2.450 6.396
C 4.494 1.222 5.850
C 3.681 -0.054 5.874
O 4.700 -1.051 5.970
C 5.774 -0.502 6.579
O 6.719 -1.104 6.975
O 5.618 0.841 6.672
H 4.505 3.297 6.401
H 2.960 2.703 5.774
H 3.478 2.277 7.417
H 4.878 1.400 4.841
H 3.081 -0.221 4.983
H 3.045 -0.116 6.761
*
```


This record from the Open Molecules 2025 dataset describes a cluster of 6 separate species, C43H84IN2O12 in total in a non-equilibrium geometry. The level of theory is the ωB97M-V functional and the def2-TZVPD basis.

Summary:
HOMO energy, eV: -10.2
E_tot, Ha: -2998.3429
Max |F|, eV/A: 4.1

Structure (ORCA input):
```
! RIJCOSX wB97M-V def2-TZVPD def2/J DEFGRID3
* xyz 1 1
C -0.451 -0.138 1.509
C -0.624 -0.296 -0.026
N 0.586 -0.467 -0.850
C 1.568 -1.444 -0.362
C 0.988 -2.795 0.050
C 0.289 -3.637 -1.037
C 1.194 -4.466 -1.959
C 2.145 -3.504 -2.776
C 2.813 -4.138 -3.971
O 3.506 -3.812 -2.740
C -0.532 -4.716 -0.138
I -0.663 -6.754 -0.790
C -1.845 -3.965 0.043
C -3.067 -4.604 0.725
C -3.876 -3.471 1.423
C -5.393 -3.537 1.077
C -5.720 -2.692 -0.143
C -5.248 -1.416 -0.388
C -5.560 -0.717 -1.537
C -6.398 -1.289 -2.471
C -6.880 -2.565 -2.244
C -6.568 -3.256 -1.097
C -2.031 -3.266 -1.288
N -0.861 -3.094 -1.788
C -0.827 -2.398 -3.105
C 1.190 0.835 -0.983
C 1.160 1.615 -2.313
O 1.721 1.389 -0.054
H -1.289 -0.666 1.990
H -0.573 0.909 1.792
H 0.457 -0.564 1.939
H -1.385 -1.068 -0.203
H -1.104 0.629 -0.377
H 2.377 -1.508 -1.098
H 2.061 -1.023 0.532
H 1.837 -3.400 0.393
H 0.376 -2.642 0.945
H 0.655 -4.934 -2.781
H 1.870 -5.123 -1.413
H 1.843 -2.462 -2.871
H 2.930 -3.389 -4.748
H 2.737 -5.208 -4.125
H 0.069 -4.788 0.768
H -1.628 -3.108 0.709
H -3.706 -5.056 -0.041
H -2.791 -5.314 1.506
H -3.745 -3.491 2.511
H -3.547 -2.473 1.110
H -5.618 -4.581 0.836
H -5.985 -3.252 1.955
H -4.590 -0.952 0.349
H -5.152 0.275 -1.714
H -6.672 -0.778 -3.389
H -7.528 -3.035 -2.981
H -6.949 -4.260 -0.925
H -2.970 -2.948 -1.734
H -1.838 -2.229 -3.470
H -0.252 -2.969 -3.838
H -0.330 -1.435 -2.939
H 2.191 1.749 -2.651
H 0.495 1.183 -3.064
H 0.793 2.611 -2.044
C 5.361 1.860 -1.588
O 6.577 1.369 -2.121
C 6.399 0.646 -3.332
C 6.682 1.499 -4.552
O 5.751 2.566 -4.676
C 6.250 3.799 -4.178
H 5.614 2.651 -0.882
H 4.704 2.281 -2.353
H 4.831 1.062 -1.056
H 5.391 0.219 -3.380
H 7.114 -0.183 -3.313
H 6.572 0.876 -5.444
H 7.706 1.882 -4.531
H 6.917 4.256 -4.915
H 6.786 3.674 -3.235
H 5.402 4.462 -4.012
C -0.085 2.904 5.874
O -1.021 2.529 6.871
C -2.315 2.267 6.351
C -2.556 0.783 6.152
O -1.694 0.234 5.161
C -0.562 -0.416 5.720
H 0.915 2.770 6.285
H -0.178 2.295 4.972
H -0.220 3.959 5.615
H -2.475 2.817 5.419
H -3.034 2.639 7.087
H -3.581 0.643 5.796
H -2.450 0.241 7.097
H -0.847 -1.413 6.071
H -0.128 0.147 6.548
H 0.190 -0.517 4.937
C -8.686 -0.877 0.977
O -8.835 -1.066 2.376
C -7.715 -0.609 3.117
C -7.936 0.777 3.692
O -8.063 1.757 2.673
C -9.413 2.085 2.382
H -9.673 -0.941 0.520
H -8.251 0.095 0.735
H -8.054 -1.671 0.567
H -6.809 -0.634 2.500
H -7.577 -1.312 3.946
H -7.058 1.049 4.287
H -8.808 0.790 4.352
H -9.800 2.777 3.136
H -10.051 1.200 2.344
H -9.437 2.574 1.409
C -1.168 3.749 0.354
O -2.273 3.737 -0.536
C -3.259 4.710 -0.208
C -3.118 5.966 -1.045
O -1.898 6.643 -0.779
C -0.885 6.362 -1.731
H -0.340 3.223 -0.121
H -0.849 4.761 0.607
H -1.433 3.210 1.271
H -3.224 4.948 0.859
H -4.233 4.258 -0.420
H -3.927 6.652 -0.779
H -3.207 5.737 -2.112
H -1.050 6.955 -2.636
H -0.853 5.303 -1.996
H 0.072 6.644 -1.295
C 11.826 -1.432 0.082
O 10.707 -1.425 -0.791
C 9.734 -0.451 -0.441
C 9.866 0.812 -1.268
O 11.093 1.483 -1.014
C 12.090 1.205 -1.983
H 12.641 -1.948 -0.422
H 12.154 -0.423 0.336
H 11.578 -1.975 1.000
H 9.784 -0.224 0.629
H 8.754 -0.897 -0.643
H 9.063 1.496 -0.983
H 9.760 0.593 -2.336
H 11.914 1.806 -2.882
H 12.115 0.148 -2.255
H 13.055 1.479 -1.559
*
```